--- P ---
Here is a cluster of 2 separate species, C3H4Cl2O in total from the Open Molecules 2025 dataset. Energies are from ωB97M-V/def2-TZVPD.

Each line ends with the natural charge from an NBO analysis.
Cartesian coordinates (Å):
C -2.29 -0.46 0.05  0.490
C 0.95 0.56 -0.50  -0.710
C 1.29 -0.43 0.47  -0.189
O -3.00 -0.94 0.86  -0.447
Cl -2.08 1.28 -0.20  -0.026
Cl 0.73 -1.99 0.11  -0.008
H 1.38 0.18 -1.45  0.226
H 1.36 1.51 -0.23  0.226
H -0.11 0.66 -0.61  0.226
H 1.77 -0.37 1.50  0.213

## Properties
- multiplicity = 1
- orbital gap (spin up / spin down) (eV) = 10.14 / 5.90
- HOMO energy (spin up / spin down) (eV) = -9.772 / -7.713



--- Q ---
Here is an isolated molecule of C3H4Cl2O from the Open Molecules 2025 dataset. Energies are from ωB97M-V/def2-TZVPD.

Each line ends with the natural charge from an NBO analysis.
Cartesian coordinates (Å):
O 1.06 -0.23 -1.60  -0.506
C 0.36 -0.11 -0.56  0.549
C 1.04 0.22 0.80  -0.494
Cl 0.43 1.74 1.42  -0.029
C -1.14 -0.28 -0.62  -0.488
Cl -1.78 -1.36 0.67  -0.033
H 0.66 -0.54 1.40  0.235
H 2.25 0.41 0.75  0.262
H -1.47 0.74 -0.57  0.247
H -1.41 -0.59 -1.68  0.257

## Properties
- multiplicity = 1
- orbital gap (eV) = 10.45
- HOMO energy (eV) = -10.182
- structure (SMILES) = O=C(CCl)CCl



Energies relative to the minimum, eV: P 2.928; Q 0.000



--- P ---
Here is an isolated molecule of C9H17NO3S from the Open Molecules 2025 dataset. Energies are from ωB97M-V/def2-TZVPD.

Each line ends with the natural charge from an NBO analysis.
Cartesian coordinates (Å):
C 1.84 -0.88 1.18  -0.617
C 1.03 -1.21 -0.15  -0.148
C 1.96 -1.03 -1.37  -0.590
C 0.62 -2.67 -0.17  -0.616
C -0.15 -0.32 -0.12  0.403
N -1.23 -0.96 -0.05  -0.723
S -2.73 -0.39 0.10  2.288
O -2.94 -0.47 1.48  -0.940
O -3.57 -1.18 -0.74  -0.921
C -2.63 1.29 -0.57  -0.325
O -1.37 1.64 -0.91  -0.521
C -0.28 1.20 -0.04  0.191
C -0.61 1.56 1.39  -0.656
C 0.84 2.14 -0.62  -0.608
H 2.50 -1.81 1.38  0.232
H 2.37 0.10 1.17  0.214
H 1.25 -0.64 2.07  0.219
H 2.71 -1.75 -1.59  0.226
H 2.44 -0.13 -1.41  0.202
H 1.24 -0.89 -2.16  0.212
H 1.28 -3.36 -0.84  0.220
H -0.40 -2.81 -0.64  0.258
H 0.57 -3.02 0.92  0.222
H -2.97 2.07 0.06  0.198
H -3.18 1.39 -1.43  0.226
H -1.36 2.42 1.51  0.233
H 0.30 1.95 2.02  0.231
H -1.00 0.77 1.85  0.228
H 0.39 3.06 -0.76  0.229
H 1.32 1.66 -1.55  0.218
H 1.75 2.27 -0.03  0.213

## Properties
- multiplicity = 1
- orbital gap (eV) = 10.41
- HOMO energy (eV) = -9.857
- structure (SMILES) = CC(C)(C)C1=NS(=O)(=O)COC1(C)C



--- Q ---
Here is an isolated molecule of C9H17NO3S from the Open Molecules 2025 dataset. Energies are from ωB97M-V/def2-TZVPD.

Each line ends with the natural charge from an NBO analysis.
Cartesian coordinates (Å):
C -0.65 -0.56 -1.62  0.685
C 0.17 2.11 0.75  -0.261
C 0.03 1.23 1.96  -0.592
C 0.07 0.73 -1.29  0.185
C 0.45 -1.42 0.75  -0.118
C 1.53 0.91 -1.61  -0.715
C -0.78 -2.13 1.18  -0.717
C 1.40 -2.35 0.05  -0.705
C -1.90 1.85 -0.48  -0.410
N -0.50 1.64 -0.47  -0.431
O -0.13 -1.37 -2.39  -0.669
O -1.92 -0.81 -1.30  -0.718
O 2.53 0.30 1.38  -0.974
S 1.23 -0.25 1.92  1.208
H -0.14 3.17 0.90  0.219
H 1.29 2.30 0.45  0.248
H -0.01 1.63 3.01  0.254
H -0.85 0.60 1.78  0.222
H 2.13 0.57 -0.75  0.271
H 1.69 1.94 -1.96  0.228
H 1.69 0.12 -2.44  0.263
H -1.80 -1.83 0.70  0.250
H -0.99 -1.91 2.29  0.214
H -0.65 -3.16 1.05  0.222
H 2.37 -1.80 -0.07  0.235
H 1.04 -2.58 -0.92  0.260
H 1.56 -3.20 0.59  0.208
H -2.00 1.66 -1.62  0.226
H -2.52 1.21 0.20  0.200
H -2.08 2.99 -0.29  0.198
H -2.27 -1.61 -1.73  0.510

## Properties
- multiplicity = 1
- orbital gap (spin up / spin down) (eV) = 6.71 / 7.64
- HOMO energy (spin up / spin down) (eV) = -7.074 / -7.722



Energies relative to the minimum, eV: P 0.000; Q 1.130



--- P ---
Here is a cluster of 2 separate species, CF3NO2 in total from the Open Molecules 2025 dataset. Energies are from ωB97M-V/def2-TZVPD.

Each line ends with the natural charge from an NBO analysis.
Cartesian coordinates (Å):
C 0.55 -0.56 -0.46  0.994
N -0.80 0.83 0.55  0.484
O -0.13 1.32 1.37  -0.295
O -1.95 0.90 0.22  -0.308
F 0.43 -0.84 -1.77  -0.297
F 0.25 -1.68 0.17  -0.303
F 1.65 0.04 -0.08  -0.275

## Properties
- multiplicity = 1
- orbital gap (eV) = 9.29
- HOMO energy (eV) = -10.154



--- Q ---
Here is a cluster of 2 separate species, CF3NO2 in total from the Open Molecules 2025 dataset. Energies are from ωB97M-V/def2-TZVPD.

Each line ends with the natural charge from an NBO analysis.
Cartesian coordinates (Å):
C 0.88 -0.10 0.12  0.947
N -1.29 0.17 -0.11  0.507
O -1.50 -0.44 -1.07  -0.268
O -1.81 0.85 0.71  -0.292
F 0.93 -0.89 -0.90  -0.285
F 1.15 -0.58 1.31  -0.295
F 1.65 0.99 -0.07  -0.315

## Properties
- multiplicity = 1
- orbital gap (eV) = 9.32
- HOMO energy (eV) = -9.769



Energies relative to the minimum, eV: P 0.000; Q 0.171



--- P ---
Here is a structure of composition H21O11 from the Open Molecules 2025 dataset. Energies are from ωB97M-V/def2-TZVPD.

Each line ends with the natural charge from an NBO analysis.
Cartesian coordinates (Å):
O 2.88 -3.15 -0.17  -0.957
H 2.33 -2.33 -0.34  0.495
H 2.49 -3.49 0.65  0.460
O 0.56 2.81 -2.62  -0.986
H 0.43 1.86 -2.49  0.516
H 0.27 3.39 -1.95  0.444
O -0.83 -2.28 -2.58  -0.964
H -2.85 1.98 2.12  0.440
H 0.13 2.71 2.54  0.461
O -3.21 0.05 -0.22  -0.994
H -2.92 0.42 -1.06  0.479
H -2.91 0.49 0.57  0.503
O 2.05 0.08 -0.09  -1.028
H 2.25 0.73 -0.79  0.480
H -1.33 -3.22 0.63  0.472
O -0.19 1.92 2.09  -1.109
H 0.24 2.00 0.92  0.495
H -0.43 -2.24 0.80  0.484
O -0.59 -2.86 0.06  -0.939
H -1.63 -1.81 -2.32  0.465
O -2.50 1.25 2.63  -1.050
H -0.78 -2.70 -1.69  0.483
H -1.44 1.38 2.43  0.502
O 1.85 -0.30 2.91  -0.972
H 2.16 -0.66 2.07  0.480
H 0.92 0.00 2.72  0.488
O 0.46 1.88 -0.25  -1.109
H 1.31 0.69 0.28  0.507
H 0.42 2.80 -0.53  0.450
O -0.38 0.33 -1.97  -1.013
H 0.29 -0.35 -1.93  0.502
H -0.63 0.76 -1.11  0.513

## Properties
- multiplicity = 1
- orbital gap (eV) = 9.38
- charge = -1
- HOMO energy (eV) = -6.632



--- Q ---
Here is a cluster of 11 separate species, H21O11 in total from the Open Molecules 2025 dataset. Energies are from ωB97M-V/def2-TZVPD.

Each line ends with the natural charge from an NBO analysis.
Cartesian coordinates (Å):
O 0.65 -0.62 0.03  -1.200
H 0.85 0.17 0.00  0.433
O 2.18 1.77 -2.47  -0.935
H 3.12 1.66 -2.21  0.452
H 1.87 0.99 -2.06  0.477
O 1.41 -1.02 -2.45  -0.998
H 1.98 -1.74 -2.56  0.459
H 1.23 -1.02 -1.49  0.491
O 2.71 -1.66 0.97  -1.038
H 1.94 -1.39 0.42  0.497
H 2.57 -2.02 1.84  0.475
O -0.15 2.99 0.13  -1.010
H -0.73 3.73 0.30  0.482
H -0.22 2.44 -0.66  0.522
O -0.42 2.44 2.76  -0.962
H -1.35 2.37 2.97  0.466
H -0.31 2.12 1.87  0.502
O -1.67 -1.17 -1.35  -1.006
H -1.47 -1.38 -2.34  0.491
H -0.75 -1.13 -0.98  0.511
O -2.79 -0.48 1.20  -0.966
H -3.20 -1.31 1.42  0.457
H -2.17 -0.89 0.48  0.499
O -1.29 1.40 -1.92  -0.979
H -2.16 1.57 -1.61  0.462
H -1.15 0.51 -1.44  0.497
O 0.39 -0.16 2.66  -1.023
H 0.44 -0.42 1.69  0.490
H 0.00 0.66 2.82  0.468
O -0.64 -2.79 0.95  -0.987
H -0.74 -3.56 0.28  0.470
H -0.11 -2.07 0.74  0.501

## Properties
- multiplicity = 1
- orbital gap (eV) = 9.53
- charge = -1
- HOMO energy (eV) = -6.424



Energies relative to the minimum, eV: P 0.000; Q 0.237



--- P ---
Here is a cluster of 11 separate species, H21O11 in total from the Open Molecules 2025 dataset. Energies are from ωB97M-V/def2-TZVPD.

Each line ends with the natural charge from an NBO analysis.
Cartesian coordinates (Å):
O -0.19 0.41 -0.43  -1.242
H 0.26 -0.25 0.14  0.446
O 2.76 -0.86 -0.06  -0.964
H 2.65 -1.76 -0.41  0.449
H 2.22 -0.85 0.73  0.488
O 1.35 0.78 -2.50  -0.990
H 0.84 0.50 -1.71  0.495
H 2.08 0.18 -2.58  0.450
O -2.36 -0.70 -1.56  -0.985
H -1.48 -0.33 -1.19  0.482
H -2.61 -1.45 -0.97  0.458
O -0.12 -2.29 -0.88  -0.968
H 0.59 -2.46 -1.50  0.475
H -0.10 -1.34 -0.74  0.485
O -2.43 2.09 -0.36  -0.973
H -1.68 2.52 -0.74  0.459
H -1.91 1.27 -0.37  0.469
O -1.82 -0.41 1.58  -0.991
H -1.52 -1.32 1.70  0.475
H -1.35 -0.18 0.80  0.463
O 0.96 2.09 1.26  -0.994
H 0.29 2.74 1.52  0.478
H 0.61 1.55 0.57  0.500
O 1.27 -0.51 2.08  -0.987
H 1.32 -0.61 3.04  0.489
H 0.88 0.33 1.96  0.518
O -0.26 2.96 -1.56  -0.939
H -0.18 2.06 -1.24  0.493
H 0.28 3.46 -0.94  0.465
O -0.41 -2.63 1.69  -0.978
H 0.47 -2.28 1.93  0.481
H -0.39 -2.71 0.76  0.492

## Properties
- multiplicity = 1
- orbital gap (eV) = 9.20
- charge = -1
- HOMO energy (eV) = -6.461



--- Q ---
Here is a cluster of 11 separate species, H21O11 in total from the Open Molecules 2025 dataset. Energies are from ωB97M-V/def2-TZVPD.

Each line ends with the natural charge from an NBO analysis.
Cartesian coordinates (Å):
O -0.02 -4.63 0.02  -0.923
H 0.01 -4.05 0.82  0.480
H -0.15 -3.96 -0.64  0.446
O -1.41 -1.55 -4.56  -0.988
H -1.80 -1.46 -3.72  0.505
H -0.65 -1.01 -4.80  0.483
O -2.77 -0.41 -1.79  -0.971
H 2.11 1.88 2.35  0.490
H 2.81 -0.31 2.08  0.451
O 0.28 3.55 -0.91  -0.934
H 0.49 3.23 0.01  0.454
H 0.19 2.58 -1.19  0.483
O -0.71 -1.79 0.03  -0.982
H -0.23 -0.93 0.06  0.523
H -1.77 0.33 1.35  0.447
O 2.35 -0.18 2.91  -0.953
H 1.49 0.07 2.52  0.497
H -0.43 0.96 0.72  0.506
O -1.47 0.82 0.57  -1.024
H -2.07 -0.16 -1.18  0.503
O 1.60 2.53 1.81  -1.013
H -3.53 -0.15 -1.20  0.461
H 1.27 2.13 0.92  0.474
O -0.30 0.73 3.49  -0.935
H -0.46 0.24 2.63  0.462
H -0.76 1.53 3.27  0.474
O 0.93 0.44 0.46  -1.223
H -0.20 -2.46 -0.46  0.433
H 1.82 0.70 0.56  0.442
O 1.28 0.50 -2.10  -1.018
H 2.16 0.29 -2.38  0.451
H 1.21 0.40 -1.10  0.499

## Properties
- multiplicity = 1
- orbital gap (eV) = 10.15
- charge = -1
- HOMO energy (eV) = -7.238



Energies relative to the minimum, eV: P 0.000; Q 0.710